Density functional theory data (wB97M-V/def2-TZVPD) for a 17-piece molecular cluster, C3H39O17 overall.

Results
* energy above the lowest of the compared OMol25 structures with the same formula, charge and spin: 2.053 eV
* orbital gap: 8.34 eV
* net charge: -1
* highest occupied orbital energy: -6.23 eV
* F_max: 4.51 eV/Å

Last column: Löwdin charge in e.
Positions of all 59 atoms, in Å:
C -1.54 -1.29 -0.15  -0.05
C -1.07 -0.04 -0.87  -0.42
C -1.11 1.24 -0.03  -0.03
O 0.36 -0.22 -0.93  -0.37
H -1.12 -1.30 0.86  0.06
H -1.20 -2.16 -0.67  0.05
H -2.61 -1.30 -0.16  0.08
H -1.58 -0.04 -1.79  0.12
H -0.94 2.06 -0.58  0.02
H -0.36 1.26 0.77  0.07
H -2.04 1.34 0.52  0.09
O 2.40 -2.13 -1.26  -0.07
H 2.13 -2.20 -2.16  0.01
H 1.63 -1.60 -0.94  0.01
O 0.37 -3.17 2.19  -0.01
H -0.54 -3.02 2.32  -0.04
H 0.39 -4.00 1.72  0.05
O -0.98 3.22 3.48  -0.05
H -1.47 2.46 3.26  -0.01
H -0.83 3.67 2.66  -0.05
O 0.35 -1.59 -3.49  -0.02
H -0.21 -2.34 -3.30  -0.02
H 0.47 -1.18 -2.66  -0.03
O -1.48 0.21 3.24  -0.01
H -0.57 0.38 3.11  0.03
H -1.55 0.25 4.17  0.05
O -2.33 -2.49 2.88  -0.06
H -2.71 -2.16 2.07  0.02
H -1.95 -1.73 3.36  0.03
O 1.45 1.38 -2.50  -0.08
H 1.03 0.71 -1.89  -0.02
H 1.44 2.20 -2.03  -0.01
O 0.89 3.94 -1.36  -0.04
H 1.10 3.57 -0.51  -0.01
H 1.09 4.89 -1.42  0.07
O -2.19 -4.99 0.26  -0.01
H -1.62 -4.26 0.12  -0.02
H -2.37 -4.93 1.17  0.01
O 3.76 0.26 -1.33  -0.08
H 2.94 0.63 -1.67  -0.03
H 3.73 -0.68 -1.15  0.01
O -0.94 -3.86 -2.64  0.00
H -0.46 -4.05 -1.83  0.05
H -1.80 -3.69 -2.35  0.02
O 1.83 3.05 2.79  -0.09
H 1.06 3.61 2.85  -0.04
H 1.77 2.78 1.82  0.02
O -0.81 4.37 1.12  -0.04
H -0.19 5.13 1.10  0.09
H -0.82 3.88 0.30  0.02
O 1.30 -0.78 1.42  -0.06
H 1.11 -1.70 1.58  -0.02
H 1.00 -0.55 0.54  -0.06
O -0.16 1.16 -4.64  -0.11
H 0.46 1.18 -3.92  -0.05
H -0.43 0.22 -4.45  0.01
O 1.94 1.82 0.21  -0.09
H 2.77 1.38 0.55  0.10
H 1.18 1.21 0.22  0.00


Density functional theory data (wB97M-V/def2-TZVPD) for C3H3BiFO3 as an isolated structure.

Results
* energy above the lowest of the compared OMol25 structures with the same formula, charge and spin: 0.000 eV
* 2S+1: 2
* orbital gap (spin up / spin down): 5.12 / 9.97 eV
* expectation value of S²: 0.753
* net charge: +2
* highest occupied orbital energy (spin up / spin down): -17.27 / -22.10 eV
* F_max: 6.45 eV/Å

Last column: Löwdin charge in e.
Positions of all 11 atoms, in Å:
C 0.97 -1.49 1.09  0.27
C 1.85 -0.77 0.15  0.00
O 1.32 0.53 -0.20  0.14
C 0.11 0.54 -0.72  -0.72
O -0.46 1.66 -0.94  -0.13
O -0.65 -0.50 -0.57  -0.23
Bi -2.22 0.68 -1.17  1.87
F 0.64 -0.82 2.21  0.24
H 0.60 -2.51 1.01  0.19
H 1.95 -1.36 -0.77  0.18
H 2.83 -0.56 0.60  0.20


Density functional theory data (wB97M-V/def2-TZVPD) for C3H3BiLiO3 as an isolated structure.

Results
* energy above the lowest of the compared OMol25 structures with the same formula, charge and spin: 0.663 eV
* 2S+1: 2
* orbital gap (spin up / spin down): 6.26 / 7.55 eV
* expectation value of S²: 0.759
* net charge: +2
* highest occupied orbital energy (spin up / spin down): -17.12 / -18.49 eV
* F_max: 6.36 eV/Å

Last column: Löwdin charge in e.
Positions of all 11 atoms, in Å:
O 2.13 0.06 0.18  -0.30
C 1.76 -1.11 0.27  -0.11
C 0.55 -1.57 -0.50  0.10
H 2.21 -1.83 0.95  0.18
H 0.40 -2.63 -0.38  0.14
H 0.69 -1.32 -1.55  0.14
Bi 0.93 1.58 -0.12  1.81
O -0.93 -0.76 -0.15  -0.13
C -1.07 0.51 0.00  -0.72
O -2.17 0.98 0.39  0.00
Li -2.99 -1.05 0.03  0.89


- Which of these has the lowest net charge?
  C3H39O17


What did the first record say?
Density functional theory data (wB97M-V/def2-TZVPD) for a 17-piece molecular cluster, C3H39O17 overall.

Results
* energy above the lowest of the compared OMol25 structures with the same formula, charge and spin: 2.053 eV
* orbital gap: 8.34 eV
* net charge: -1
* highest occupied orbital energy: -6.23 eV
* F_max: 4.51 eV/Å

Last column: Löwdin charge in e.
Positions of all 59 atoms, in Å:
C -1.54 -1.29 -0.15  -0.05
C -1.07 -0.04 -0.87  -0.42
C -1.11 1.24 -0.03  -0.03
O 0.36 -0.22 -0.93  -0.37
H -1.12 -1.30 0.86  0.06
H -1.20 -2.16 -0.67  0.05
H -2.61 -1.30 -0.16  0.08
H -1.58 -0.04 -1.79  0.12
H -0.94 2.06 -0.58  0.02
H -0.36 1.26 0.77  0.07
H -2.04 1.34 0.52  0.09
O 2.40 -2.13 -1.26  -0.07
H 2.13 -2.20 -2.16  0.01
H 1.63 -1.60 -0.94  0.01
O 0.37 -3.17 2.19  -0.01
H -0.54 -3.02 2.32  -0.04
H 0.39 -4.00 1.72  0.05
O -0.98 3.22 3.48  -0.05
H -1.47 2.46 3.26  -0.01
H -0.83 3.67 2.66  -0.05
O 0.35 -1.59 -3.49  -0.02
H -0.21 -2.34 -3.30  -0.02
H 0.47 -1.18 -2.66  -0.03
O -1.48 0.21 3.24  -0.01
H -0.57 0.38 3.11  0.03
H -1.55 0.25 4.17  0.05
O -2.33 -2.49 2.88  -0.06
H -2.71 -2.16 2.07  0.02
H -1.95 -1.73 3.36  0.03
O 1.45 1.38 -2.50  -0.08
H 1.03 0.71 -1.89  -0.02
H 1.44 2.20 -2.03  -0.01
O 0.89 3.94 -1.36  -0.04
H 1.10 3.57 -0.51  -0.01
H 1.09 4.89 -1.42  0.07
O -2.19 -4.99 0.26  -0.01
H -1.62 -4.26 0.12  -0.02
H -2.37 -4.93 1.17  0.01
O 3.76 0.26 -1.33  -0.08
H 2.94 0.63 -1.67  -0.03
H 3.73 -0.68 -1.15  0.01
O -0.94 -3.86 -2.64  0.00
H -0.46 -4.05 -1.83  0.05
H -1.80 -3.69 -2.35  0.02
O 1.83 3.05 2.79  -0.09
H 1.06 3.61 2.85  -0.04
H 1.77 2.78 1.82  0.02
O -0.81 4.37 1.12  -0.04
H -0.19 5.13 1.10  0.09
H -0.82 3.88 0.30  0.02
O 1.30 -0.78 1.42  -0.06
H 1.11 -1.70 1.58  -0.02
H 1.00 -0.55 0.54  -0.06
O -0.16 1.16 -4.64  -0.11
H 0.46 1.18 -3.92  -0.05
H -0.43 0.22 -4.45  0.01
O 1.94 1.82 0.21  -0.09
H 2.77 1.38 0.55  0.10
H 1.18 1.21 0.22  0.00


- What is the energy above the lowest of the compared OMol25 structures with the same formula, charge and spin in the second record?
  0.000 eV


- Look up the energy above the lowest of the compared OMol25 structures with the same formula, charge and spin of the third one.
  0.663 eV